# 1
A molecular structure, C18H25Br2N2OScSe2, computed with wB97M-V/def2-TZVPD.

Output
* LUMO energy: -6.79 eV
* HOMO level: -15.20 eV
* HOMO-LUMO gap: 8.41 eV

The geometry in ORCA input format:
```
! RIJCOSX wB97M-V def2-TZVPD def2/J DEFGRID3
* xyz 2 1
Sc 0.01 0.10 -0.11
C -2.50 1.94 -2.18
Se -2.35 1.69 -0.25
C -1.80 3.51 0.21
C -0.44 3.91 -0.32
Se 1.05 2.78 0.27
C 0.98 3.21 2.17
H -2.86 2.95 -2.35
H -3.23 1.23 -2.54
H -1.54 1.77 -2.67
H -1.86 3.58 1.30
H -2.57 4.16 -0.21
H -0.19 4.92 0.00
H -0.40 3.89 -1.41
H 1.03 4.29 2.26
H 1.85 2.76 2.64
H 0.07 2.83 2.63
Br -0.69 -5.79 3.08
C -0.57 -4.05 2.42
C -1.71 -3.38 1.98
C -1.57 -2.12 1.47
N -0.38 -1.49 1.38
C 0.72 -2.13 1.84
C 0.66 -3.41 2.35
C 2.00 -1.40 1.70
C 3.08 -1.64 2.53
C 4.26 -0.95 2.31
Br 5.73 -1.24 3.42
C 4.34 -0.05 1.26
C 3.21 0.15 0.49
N 2.05 -0.49 0.71
H -2.69 -3.85 2.03
H -2.43 -1.57 1.11
H 1.56 -3.92 2.67
H 3.00 -2.35 3.34
H 5.25 0.48 1.03
H 3.24 0.84 -0.34
C 0.28 -2.67 -2.09
C -0.70 -1.60 -2.58
C -2.12 -2.14 -2.61
C -0.29 -1.08 -3.95
O -0.64 -0.50 -1.65
H 0.34 -3.49 -2.81
H -0.05 -3.09 -1.14
H 1.28 -2.25 -1.98
H -2.22 -2.87 -3.42
H -2.83 -1.33 -2.80
H -2.38 -2.63 -1.67
H -0.12 -1.90 -4.64
H 0.64 -0.50 -3.87
H -1.07 -0.44 -4.37
*
```

Charges per atom according to natural (NBO) partitioning, unit e: Sc 1.8626; C -0.7466; Se 0.3058; C -0.5614; C -0.5560; Se 0.2813; C -0.7555; H 0.2457; H 0.2554; H 0.2336; H 0.2439; H 0.2614; H 0.2601; H 0.2475; H 0.2567; H 0.2510; H 0.2266; Br 0.2193; C -0.0181; C -0.2476; C 0.0870; N -0.6224; C 0.1967; C -0.2406; C 0.1923; C -0.2411; C -0.0183; Br 0.2155; C -0.2589; C 0.0868; N -0.6153; H 0.2689; H 0.2304; H 0.2590; H 0.2589; H 0.2694; H 0.2278; C -0.6204; C 0.2552; C -0.6178; C -0.6179; O -0.9631; H 0.2489; H 0.2015; H 0.2097; H 0.2433; H 0.2171; H 0.2066; H 0.2381; H 0.2155; H 0.2213

# 2
2 unconnected molecules or ions with the total composition C5H18N2O, computed with wB97M-V/def2-TZVPD.

Output
* energy above the lowest of the compared OMol25 structures with the same formula, charge and spin: 3.300 eV
* LUMO energy: -6.50 eV
* HOMO level: -18.84 eV
* HOMO-LUMO gap: 12.34 eV

The geometry in ORCA input format:
```
! RIJCOSX wB97M-V def2-TZVPD def2/J DEFGRID3
* xyz 2 1
C 1.17 -0.56 1.63
C 0.09 0.01 0.75
C 0.36 1.46 0.44
C -0.31 2.16 -0.74
C 0.25 1.80 -2.18
N -0.60 0.64 -2.76
N 0.56 -1.80 2.06
H 2.20 -0.51 1.06
H 1.51 0.08 2.62
H 0.13 -0.45 -0.19
H -0.94 0.16 1.17
H 0.36 1.97 1.34
H 1.41 1.44 0.24
H 0.10 3.16 -0.70
H -1.35 2.01 -0.48
H 0.32 2.56 -3.01
H 1.40 1.44 -2.10
H -1.60 1.02 -2.95
H -0.50 -0.07 -2.13
H -0.14 0.36 -3.67
H 0.11 -1.75 2.99
H 1.26 -2.59 2.09
H -0.28 -2.11 1.30
H -1.97 -3.90 0.41
H -2.16 -3.05 1.73
O -1.40 -3.47 1.09
*
```

Charges per atom according to natural (NBO) partitioning, unit e: C -0.2634; C -0.4494; C -0.3817; C -0.4483; C -0.2337; N -0.6900; N -0.7379; H 0.2688; H 0.2594; H 0.1803; H 0.2374; H 0.2367; H 0.1936; H 0.2711; H 0.2338; H 0.2643; H 0.2424; H 0.4725; H 0.4188; H 0.4608; H 0.4521; H 0.4608; H 0.4968; H 0.5207; H 0.5006; O -0.9664

# 3
A molecular structure, C16H31BN5O3S2V, computed with wB97M-V/def2-TZVPD.

Output
* LUMO energy (spin up / spin down): -1.75 / -1.74 eV
* HOMO level (spin up / spin down): -9.48 / -8.96 eV
* <S²>: 0.75
* HOMO-LUMO gap (spin up / spin down): 7.73 / 7.22 eV

The geometry in ORCA input format:
```
! RIJCOSX wB97M-V def2-TZVPD def2/J DEFGRID3
* xyz 1 2
V 0.20 1.09 -0.86
C 0.61 -3.76 -2.86
N -0.42 -3.09 -2.07
C -1.49 -3.72 -1.47
C -2.23 -2.75 -0.89
N -1.60 -1.53 -1.12
B -2.21 -0.13 -0.78
N -2.43 0.17 0.74
C -3.39 -0.46 1.52
C -3.39 0.11 2.74
N -2.44 1.11 2.70
C -2.14 2.04 3.78
C -1.87 1.15 1.47
S -0.67 2.33 1.02
C -0.50 -1.76 -1.87
S 0.66 -0.63 -2.50
H 0.56 -4.82 -2.66
H 1.59 -3.37 -2.59
H 0.44 -3.58 -3.92
H -1.64 -4.78 -1.52
H -3.15 -2.82 -0.35
H -3.27 -0.02 -1.35
H -1.48 0.69 -1.22
H -4.02 -1.24 1.13
H -3.99 -0.07 3.61
H -2.55 1.63 4.70
H -2.58 3.02 3.58
H -1.06 2.16 3.87
C -1.39 3.49 -2.13
O -0.25 2.63 -2.31
C 0.95 3.35 -2.66
C 1.82 3.47 -1.44
O 2.19 2.15 -0.98
C 3.27 1.60 -1.75
H -1.57 4.03 -3.05
H -1.23 4.17 -1.29
H -2.24 2.84 -1.91
H 0.69 4.32 -3.07
H 1.44 2.76 -3.44
H 1.27 3.92 -0.61
H 2.71 4.06 -1.65
H 4.02 2.36 -1.93
H 2.92 1.18 -2.69
H 3.71 0.80 -1.15
C 3.24 -0.88 1.01
N 2.18 -1.51 1.80
C 2.53 -2.45 2.87
C 0.92 -1.18 1.50
C -0.23 -1.77 2.27
O 0.69 -0.37 0.59
H 4.20 -1.17 1.43
H 3.14 0.20 1.03
H 3.18 -1.21 -0.03
H 3.61 -2.49 2.95
H 2.16 -3.45 2.66
H 2.14 -2.12 3.83
H 0.03 -2.61 2.90
H -0.98 -2.07 1.55
H -0.66 -0.97 2.88
*
```

Charges per atom according to natural (NBO) partitioning, unit e: V 0.8042; C -0.4027; N -0.3489; C -0.0675; C -0.0650; N -0.5031; B 0.2940; N -0.5134; C -0.0573; C -0.0724; N -0.3549; C -0.4045; C 0.3101; S -0.2378; C 0.3063; S -0.2342; H 0.2175; H 0.2309; H 0.2258; H 0.2363; H 0.2294; H -0.0100; H -0.1182; H 0.2318; H 0.2382; H 0.2184; H 0.2258; H 0.2331; C -0.2381; O -0.5604; C -0.0968; C -0.0885; O -0.5521; C -0.2420; H 0.1945; H 0.1947; H 0.2169; H 0.2114; H 0.2091; H 0.2042; H 0.2037; H 0.1912; H 0.1851; H 0.2024; C -0.4093; N -0.3901; C -0.4103; C 0.7175; C -0.6971; O -0.6804; H 0.2146; H 0.2187; H 0.2168; H 0.2236; H 0.2102; H 0.2132; H 0.2292; H 0.2503; H 0.2453

# 4
3 unconnected molecules or ions with the total composition C5H17NO3, computed with wB97M-V/def2-TZVPD.

Output
* energy above the lowest of the compared OMol25 structures with the same formula, charge and spin: 0.930 eV
* LUMO energy: 0.50 eV
* HOMO level: -7.96 eV
* SMILES: CN(C)CCCO.O.O
* HOMO-LUMO gap: 8.46 eV

The geometry in ORCA input format:
```
! RIJCOSX wB97M-V def2-TZVPD def2/J DEFGRID3
* xyz 0 1
C 0.31 2.65 -0.17
N -0.29 1.65 -1.03
C -1.65 1.29 -0.60
C 0.64 0.55 -1.24
C 0.08 -0.88 -1.25
C 1.04 -1.93 -0.76
O 1.48 -1.71 0.59
H -0.37 3.50 -0.05
H 0.61 2.19 0.77
H 1.16 3.06 -0.70
H -1.72 0.75 0.35
H -2.24 2.21 -0.64
H -2.07 0.65 -1.37
H 1.45 0.61 -0.50
H 1.13 0.66 -2.21
H -0.84 -0.92 -0.69
H -0.22 -1.14 -2.25
H 1.94 -2.01 -1.36
H 0.55 -2.92 -0.77
H 1.18 -0.85 0.92
O -1.06 -2.23 1.62
H -1.35 -2.88 2.27
H -0.14 -2.43 1.38
O 0.18 0.25 2.22
H 0.62 0.38 3.07
H -0.42 -0.50 2.40
*
```

Charges per atom according to natural (NBO) partitioning, unit e: C -0.4127; N -0.4468; C -0.4180; C -0.2164; C -0.4549; C -0.0575; O -0.7739; H 0.1965; H 0.1832; H 0.1911; H 0.1766; H 0.2015; H 0.1927; H 0.1730; H 0.1880; H 0.2223; H 0.2119; H 0.1700; H 0.1716; H 0.5004; O -0.9820; H 0.4766; H 0.5005; O -0.9713; H 0.4759; H 0.5017

| no. | electronic energy (hartree) |
| --- | --- |
| 1 | -11596.8786 |
| 2 | -385.3664 |
| 3 | -2892.9042 |
| 4 | -481.1472 |